Formula: C23H55BrN12O26S
Source: the Open Molecules 2025 dataset
Level of theory: ωB97M-V/def2-TZVPD

For the largest force on an atom, the calculation gives 0.04560 hartree/bohr. The frontier orbital gap comes out at 8.58 eV. Its energy is -6493.71254 Eh.

Structure (ORCA input):
```
! RIJCOSX wB97M-V def2-TZVPD def2/J DEFGRID3
* xyz 0 1
C 0.39981 -1.74796 4.31627
C 0.89220 -1.69715 2.88152
C -0.19877 -1.60997 1.79339
C -0.76148 -2.99477 1.53269
C -1.25709 -0.61586 2.19246
O -2.56296 -0.86422 1.55375
C -3.32308 0.15016 2.00085
O -4.46940 0.02857 2.35161
C -2.46166 1.39817 1.97841
Br -2.71915 2.47913 3.55916
C -1.02313 0.85643 1.83739
C -0.52454 1.05813 0.40755
C 0.96843 1.36721 0.16893
C 1.90773 1.32962 1.35256
S 1.90147 2.91216 2.21921
H 0.13296 -0.76072 4.68714
H 1.18541 -2.12922 4.95785
H -0.45708 -2.40286 4.43281
H 1.61840 -0.89940 2.78210
H 1.43801 -2.61618 2.68903
H 0.25758 -1.25444 0.88284
H -1.55022 -2.98183 0.79178
H -1.12777 -3.45411 2.44678
H 0.03457 -3.62478 1.14638
H -1.45098 -0.67936 3.25980
H -2.80512 2.00446 1.15122
H -0.43828 1.35737 2.59923
H -0.77372 0.16273 -0.15157
H -1.09396 1.85627 -0.05338
H 1.36308 0.64573 -0.54032
H 1.05264 2.35642 -0.26889
H 1.70940 0.52313 2.03943
H 2.91185 1.21219 0.96464
H 3.03203 2.76083 2.88471
C 4.52803 -1.24683 0.33492
N 3.22703 -1.20773 1.05553
O 2.22805 -1.55290 0.45159
O 3.23732 -0.81541 2.20632
H 4.33300 -1.60117 -0.66953
H 4.92244 -0.23701 0.33117
H 5.18685 -1.91654 0.87987
C 1.41775 1.05489 -3.95337
N 2.81352 0.82582 -3.48220
O 2.98261 0.07518 -2.54251
O 3.69979 1.42560 -4.06084
H 0.75571 0.45976 -3.33523
H 1.21824 2.11781 -3.85512
H 1.37904 0.76101 -4.99833
C 2.23341 -2.98112 -2.20731
N 0.82342 -2.80707 -1.76172
O 0.51656 -1.73398 -1.27737
O 0.05802 -3.73449 -1.93103
H 2.76953 -2.06606 -1.98286
H 2.64828 -3.83373 -1.67922
H 2.15358 -3.17287 -3.26932
C 1.12239 -2.07834 8.72458
N 1.27901 -3.18793 7.74281
O 2.34890 -3.76141 7.68559
O 0.31471 -3.43680 7.04646
H 2.05569 -1.97177 9.26303
H 0.86717 -1.18430 8.16581
H 0.30198 -2.34694 9.38226
C -1.01215 -4.65745 -5.01016
N 0.11836 -4.00813 -5.72262
O 0.14491 -4.03605 -6.94114
O 0.96650 -3.47695 -5.03873
H -1.68676 -5.06708 -5.75194
H -0.57637 -5.42423 -4.37790
H -1.49315 -3.90022 -4.39869
C 1.19423 6.29149 0.39141
N 1.19403 5.73478 -0.99105
O 1.54327 6.45662 -1.90204
O 0.84934 4.57390 -1.11909
H 1.51982 7.32265 0.34111
H 0.18373 6.20525 0.77894
H 1.87091 5.67235 0.97462
C 4.85632 3.26960 -2.14633
N 4.63501 2.85894 -0.72948
O 4.54239 1.66666 -0.49366
O 4.50022 3.73614 0.09301
H 4.91588 2.37594 -2.75486
H 4.01275 3.89146 -2.43161
H 5.77414 3.84866 -2.16991
C 0.06557 -1.48210 -8.95002
N -0.13003 -0.12150 -8.37449
O -1.25532 0.20826 -8.05708
O 0.86300 0.56712 -8.24480
H -0.89827 -1.97286 -8.99247
H 0.50239 -1.36068 -9.93618
H 0.74978 -2.00962 -8.29355
C 1.94537 -7.18517 -6.86378
N 1.45823 -7.55945 -5.50498
O 1.17312 -8.71638 -5.29444
O 1.38269 -6.65844 -4.68596
H 1.96125 -8.08077 -7.47176
H 1.26555 -6.43578 -7.25926
H 2.93596 -6.75895 -6.74101
C -6.72064 2.43931 2.87284
N -6.56334 3.92031 2.92594
O -7.56459 4.61273 2.94860
O -5.42633 4.34605 2.94129
H -7.77959 2.21669 2.85346
H -6.22183 2.09233 1.97456
H -6.22303 2.02860 3.74583
C -8.14001 5.61681 -0.19501
N -8.54561 4.26494 -0.67638
O -8.25767 3.30268 0.00906
O -9.14185 4.21344 -1.73249
H -7.62848 5.50119 0.75219
H -7.49748 6.04446 -0.95819
H -9.04486 6.20631 -0.08963
C 0.34303 2.11392 6.18476
N 0.03575 1.67025 7.57259
O 0.23743 0.50303 7.85889
O -0.39473 2.50573 8.33686
H 0.71552 1.26105 5.63047
H -0.57220 2.50101 5.74898
H 1.08859 2.89960 6.25399
*
```